1.
{
  "formula": "C18H22Cl6N4",
  "method": "ωB97M-V/def2-TZVPD",
  "de_lowest_kcal_mol": 16.43,
  "lumo_ev": 0.35,
  "spin_multiplicity": 1,
  "max_force_ev_per_a": 3.65,
  "smiles": "c1cc[nH]c1.c1cc[nH]c1.c1cc[nH]c1.c1cc[nH]c1.ClC(Cl)Cl.ClC(Cl)Cl",
  "symbols": ["Cl", "Cl", "Cl", "Cl", "Cl", "Cl", "N", "N", "N", "N", "C", "C", "C", "C", "C", "C", "C", "C", "C", "C", "C", "C", "C", "C", "C", "C", "C", "C", "H", "H", "H", "H", "H", "H", "H", "H", "H", "H", "H", "H", "H", "H", "H", "H", "H", "H", "H", "H", "H", "H"],
  "coordinates": [[-0.547, -2.581, -0.815], [1.812, -3.023, 0.704], [0.308, 6.268, 5.074], [-2.304, 5.423, 4.210], [1.031, -0.271, 0.118], [-1.013, 7.652, 2.975], [-5.834, -0.269, 4.263], [-2.026, 3.825, -5.594], [6.553, -0.021, 5.593], [2.251, -6.155, -8.061], [6.268, -0.292, 6.901], [-4.132, -0.938, 5.560], [0.256, -5.210, -8.464], [1.317, -5.847, -9.035], [-2.441, 2.999, -4.608], [-0.715, 6.095, 3.687], [-3.655, -0.797, 4.276], [4.946, -0.164, 7.095], [5.389, 0.304, 5.020], [-4.724, -0.440, 3.446], [1.087, -1.959, -0.435], [-2.277, 3.599, -3.408], [-1.892, 4.934, -3.652], [0.681, -4.861, -7.153], [1.892, -5.477, -6.933], [-5.489, -0.584, 5.573], [-1.561, 4.983, -5.010], [4.334, 0.097, 5.827], [7.015, -0.504, 7.652], [-1.702, 5.761, -2.984], [1.353, -6.247, -10.037], [-2.642, -1.047, 3.995], [1.557, -2.086, -1.410], [-6.772, -0.036, 3.971], [-6.243, -0.582, 6.347], [7.464, 0.039, 5.160], [-3.529, -1.293, 6.383], [2.888, -6.931, -8.166], [-0.694, -4.996, -8.932], [4.404, -0.283, 8.022], [5.330, 0.616, 3.988], [-4.813, -0.171, 2.403], [0.092, -4.264, -6.473], [-1.172, 5.748, -5.666], [-2.110, 3.583, -6.571], [3.272, 0.210, 5.668], [2.575, -5.549, -6.099], [-0.414, 5.445, 2.866], [-2.528, 3.265, -2.412], [-2.846, 2.030, -4.860]],
  "forces_ev_per_angstrom": [[-0.3, 0.3, 0.1], [0.6, -0.3, 0.7], [0.6, -0.4, 0.0], [0.2, -0.1, 0.0], [0.1, -0.5, -0.3], [0.0, 0.8, -0.5], [1.0, -0.6, 0.7], [0.5, 0.1, 0.3], [0.7, 0.2, 0.7], [-0.5, 0.8, -1.4], [1.4, -0.1, 1.2], [-1.6, 0.3, 1.4], [0.7, 0.8, 0.0], [-0.7, -1.7, -0.4], [-0.4, -1.6, -0.4], [-1.6, -0.3, -0.2], [-0.4, -0.1, -2.1], [-1.7, -0.7, 0.2], [-1.0, 0.1, -3.5], [-0.1, 0.5, 1.0], [-0.9, -0.1, -1.0], [-1.0, 1.0, 1.3], [1.9, 0.3, -1.8], [-0.2, -0.3, 0.4], [0.1, -0.4, 0.6], [0.7, -0.2, -0.9], [-1.3, 0.5, -0.1], [0.0, 0.6, 1.8], [0.1, 0.0, -0.3], [0.0, -0.3, 0.2], [0.3, -0.2, 0.1], [-0.1, 0.2, -0.3], [0.5, 0.6, 0.4], [0.4, 0.0, 0.0], [0.2, 0.0, 0.0], [-0.3, 0.0, 0.2], [-0.3, 0.2, 0.1], [0.2, 0.6, 0.2], [0.2, 0.3, -0.1], [0.2, -0.1, 0.0], [0.3, -0.1, -0.1], [0.3, -0.2, 0.1], [0.3, -0.1, 0.2], [-0.1, 0.2, 0.3], [0.3, 0.4, 0.3], [0.2, 0.2, -0.3], [-0.4, 0.3, 0.2], [0.7, 0.0, 0.6], [-0.1, -0.4, -0.3], [0.1, 0.0, 0.1]],
  "lowdin_charge": [0.486, 0.556, 0.552, 0.473, 0.519, 0.527, -0.009, -0.002, 0.020, 0.000, -0.163, -0.134, -0.115, -0.154, -0.173, -1.572, -0.133, -0.122, -0.197, -0.121, -1.574, -0.128, -0.103, -0.112, -0.151, -0.120, -0.131, -0.095, 0.107, 0.088, 0.102, 0.091, 0.012, 0.141, 0.097, 0.154, 0.091, 0.147, 0.093, 0.093, 0.110, 0.098, 0.088, 0.099, 0.149, 0.095, 0.104, 0.020, 0.093, 0.109]
}


2.
{
  "formula": "C18H22ClF2N3O4",
  "method": "ωB97M-V/def2-TZVPD",
  "de_lowest_kcal_mol": 4.45,
  "lumo_ev": -0.15,
  "spin_multiplicity": 1,
  "max_force_ev_per_a": 0.65,
  "smiles": "CN(CCCCNC(=O)c1cc2nc(Cl)ccc2o1)C(=O)[C@](C)(O)CC(F)F",
  "symbols": ["Cl", "F", "F", "O", "O", "O", "O", "N", "N", "N", "C", "C", "C", "C", "C", "C", "C", "C", "C", "C", "C", "C", "C", "C", "C", "C", "C", "C", "H", "H", "H", "H", "H", "H", "H", "H", "H", "H", "H", "H", "H", "H", "H", "H", "H", "H", "H", "H", "H", "H"],
  "coordinates": [[5.520, 2.961, -7.091], [-6.562, 1.107, 3.010], [-5.867, -0.889, 2.433], [2.559, -0.593, -0.209], [3.417, 1.262, -2.037], [-1.789, 1.769, 3.262], [-3.171, -1.038, 1.649], [-0.703, 0.237, 2.009], [1.604, -1.827, -1.860], [4.364, 1.311, -5.443], [3.958, 1.847, -3.135], [0.474, 1.098, 1.988], [-3.004, -0.971, 4.076], [0.957, -2.773, -0.967], [-3.079, -0.167, 2.770], [3.258, -0.205, -3.750], [4.520, 3.108, -3.238], [-0.515, -2.452, -0.724], [4.898, 2.502, -5.533], [-0.761, -1.076, -0.109], [3.894, 0.994, -4.231], [-1.791, 0.689, 2.684], [2.983, 0.037, -2.449], [-0.523, -1.072, 1.394], [5.004, 3.434, -4.487], [-5.554, 0.217, 3.203], [2.338, -0.792, -1.388], [-4.252, 0.818, 2.764], [1.058, -3.774, -1.389], [-2.111, -1.594, 4.089], [0.183, 2.111, 2.240], [0.933, 1.070, 1.000], [0.512, -1.361, 1.599], [-0.126, -0.325, -0.585], [1.378, -1.852, -2.840], [1.216, 0.757, 2.715], [-2.962, -0.306, 4.938], [-1.169, -1.806, 1.870], [-4.073, -1.385, 1.625], [-4.032, 1.647, 3.435], [-1.045, -2.522, -1.678], [-3.872, -1.627, 4.168], [-5.584, -0.106, 4.244], [1.519, -2.755, -0.034], [5.465, 4.392, -4.674], [-0.940, -3.229, -0.082], [4.580, 3.785, -2.399], [-1.795, -0.781, -0.287], [-4.377, 1.230, 1.760], [3.064, -1.106, -4.306]],
  "forces_ev_per_angstrom": [[0.0, 0.0, 0.0], [-0.1, 0.1, 0.0], [0.0, -0.1, 0.0], [-0.2, 0.2, 0.1], [-0.1, 0.1, -0.1], [0.0, -0.1, 0.1], [-0.4, -0.1, 0.0], [-0.2, 0.2, 0.2], [-0.1, 0.1, 0.0], [0.0, 0.0, 0.0], [0.0, 0.0, 0.0], [0.0, 0.0, 0.0], [0.0, 0.0, -0.1], [0.0, -0.1, 0.1], [0.2, 0.1, 0.1], [0.0, 0.1, -0.1], [0.0, -0.1, 0.1], [0.0, 0.1, -0.1], [0.0, 0.0, 0.0], [-0.2, 0.0, 0.0], [0.0, -0.1, 0.1], [0.1, 0.0, -0.3], [-0.1, 0.0, 0.2], [0.3, -0.1, 0.1], [0.0, 0.1, 0.0], [0.0, 0.0, -0.1], [0.5, -0.4, -0.1], [0.0, 0.1, 0.1], [0.0, 0.0, 0.0], [0.0, 0.0, -0.1], [0.0, 0.0, 0.0], [0.0, 0.0, 0.0], [0.0, 0.0, 0.0], [0.0, 0.0, 0.0], [0.0, 0.0, 0.0], [0.0, 0.0, 0.0], [0.0, 0.1, 0.0], [0.1, 0.0, 0.0], [0.1, 0.1, 0.0], [0.0, 0.0, 0.0], [0.0, 0.0, 0.0], [0.0, 0.0, 0.0], [0.0, 0.0, 0.0], [0.0, 0.0, 0.0], [0.0, 0.0, 0.0], [0.0, 0.0, 0.0], [0.0, 0.0, 0.0], [0.0, 0.0, 0.0], [0.0, -0.1, 0.0], [0.0, 0.0, 0.0]],
  "lowdin_charge": [0.662, 0.060, 0.031, 0.087, 0.127, 0.047, -0.019, -0.062, 0.078, 0.116, -0.198, -0.015, 0.009, -0.172, -0.444, 0.085, 0.041, -0.173, -0.730, -0.174, -0.210, -0.386, -0.154, -0.167, -0.083, -0.371, -0.425, -0.044, 0.120, 0.090, 0.084, 0.077, 0.123, 0.103, 0.138, 0.102, 0.103, 0.112, 0.099, 0.134, 0.111, 0.087, 0.154, 0.118, 0.103, 0.118, 0.129, 0.106, 0.150, 0.124]
}